Entry 1:
C19H45F3O17S5 | ωB97M-V/def2-TZVPD

XYZ file:
```
89
Properties=species:S:1:pos:R:3:mulliken_spin:R:1
O 3.18149 3.46128 -4.48916 0.00
S 3.63333 2.39175 -3.62221 0.00
O 2.86713 2.06231 -2.41589 0.00
O 3.90453 1.12530 -4.69877 0.00
C 4.32130 -0.13684 -4.10986 0.00
C 3.05174 -0.92337 -3.72764 0.00
C 5.42094 2.72515 -3.25500 0.00
H 4.97822 0.07607 -3.26650 0.00
H 4.80618 -0.66882 -4.92839 0.00
H 2.73117 -0.54858 -2.75558 0.00
H 3.22930 -1.99510 -3.63842 0.00
H 2.24192 -0.77608 -4.44220 0.00
H 5.79290 2.00612 -2.52510 0.00
H 5.51401 3.67779 -2.73355 0.00
H 6.02899 2.74962 -4.15930 0.00
O -5.36181 -2.34245 2.68083 0.00
S -4.31928 -1.54932 2.02228 0.00
O -3.89236 -0.27882 2.62077 0.00
O -2.97808 -2.46857 1.76954 0.00
C -2.74712 -3.64336 2.52171 0.00
C -1.57256 -4.37363 1.89501 0.00
C -4.67203 -1.35347 0.21062 0.00
H -3.60401 -4.31182 2.60529 0.00
H -2.52058 -3.40097 3.55998 0.00
H -0.74005 -3.67146 1.85047 0.00
H -1.86365 -4.67997 0.89026 0.00
H -1.36677 -5.23539 2.52993 0.00
H -5.72903 -1.19536 -0.00350 0.00
H -4.40439 -2.32914 -0.19501 0.00
H -4.00270 -0.58825 -0.18249 0.00
O 3.91313 -0.46364 8.05305 0.00
S 4.27611 -0.03937 6.68566 0.00
O 5.50753 0.73789 6.63515 0.00
O 4.32140 -1.33678 5.62602 0.00
C 3.27704 -2.24076 5.73259 0.00
C 3.48168 -3.34104 4.68074 0.00
C 2.93453 0.99486 5.90333 0.00
H 2.36266 -1.73678 5.41952 0.00
H 3.14131 -2.64529 6.73559 0.00
H 2.58679 -3.96331 4.67339 0.00
H 4.27289 -4.05173 4.91955 0.00
H 3.64747 -3.01190 3.65493 0.00
H 2.97380 0.71211 4.85137 0.00
H 3.23154 2.04096 5.97781 0.00
H 1.97460 0.76102 6.36372 0.00
O -1.20062 -1.89177 -3.86172 0.00
S -2.42226 -1.07160 -3.84803 0.00
O -3.50372 -1.28344 -2.88047 0.00
O -1.92078 0.51973 -3.91283 0.00
C -0.62075 0.73698 -4.43338 0.01
C -0.54109 2.19527 -4.79690 0.00
C -3.11896 -1.16783 -5.54576 0.00
H -0.32946 0.13186 -5.29192 0.00
H 0.06821 0.49961 -3.62276 -0.01
H 0.51996 2.40466 -4.93262 0.00
H -0.78548 2.79051 -3.91708 0.00
H -1.21254 2.30256 -5.64880 0.00
H -2.37119 -0.60629 -6.10577 0.00
H -4.13579 -0.77784 -5.50009 0.00
H -3.05583 -2.23904 -5.73718 0.00
O 0.78992 -2.29194 3.30645 0.01
S 0.42134 -0.94785 2.85883 -0.02
O 1.37944 0.15350 2.87153 0.00
O -0.29595 -1.12738 1.34349 0.52
C -0.42084 -0.03513 0.53503 0.10
C -0.32998 -0.38908 -0.96609 0.14
C -1.02202 -0.44274 3.81007 0.01
H 0.14551 0.86738 0.76485 0.00
H -1.46954 0.20233 0.71372 0.14
H 0.73916 -0.58698 -1.04278 0.05
H -0.64714 0.47190 -1.55448 0.00
H -0.96896 -1.23444 -1.22138 0.00
H -1.88129 -1.07778 3.59451 0.00
H -1.28593 0.58516 3.56136 0.00
H -0.80170 -0.42052 4.87735 0.00
C -4.50429 2.72365 -1.53786 0.00
C -3.41184 2.66664 -0.46776 0.00
O -2.24677 3.41585 -0.85474 0.00
C -1.26258 3.54025 -0.03948 0.00
O -1.13706 2.90774 0.97034 0.02
C -0.21747 4.54838 -0.49047 0.00
F -0.31922 5.66247 0.18197 0.00
F 1.02934 4.04141 -0.24732 0.00
F -0.31126 4.89732 -1.74736 0.00
H -5.46306 2.45567 -1.09396 0.00
H -4.25956 2.08442 -2.38615 0.00
H -4.50625 3.74307 -1.92372 0.00
H -3.22276 1.64301 -0.14447 0.01
H -3.72015 3.17945 0.44332 0.00
```

Output
2S+1: 2
Total charge: +1
M (Da): 762.88
Maximum force (eV Å⁻¹): 5.48
Frontier orbital gap (spin up / spin down) (eV): 10.12 / 3.12
Electronic energy (Eh): -4320.04868
LUMO level (spin up / spin down) (Eh): -0.0932 / -0.3504

---

Entry 2:
C19H45IrN6O4PSb | ωB97M-V/def2-TZVPD

XYZ file:
```
77
Properties=species:S:1:pos:R:3:lowdin_charge:R:1
Ir -0.70415 -0.04970 -0.73873 1.03
N -0.61146 -0.25712 1.37208 -0.04
C 0.79138 -0.10130 1.84277 -0.27
C 1.06573 -0.59687 3.25738 -0.12
C 0.79886 -2.08673 3.55702 -0.15
C 2.00681 -2.77078 4.19308 -0.16
N 3.08804 -2.80837 3.21671 0.09
C 4.09408 -3.66012 3.18573 -0.43
N 4.28829 -4.54945 4.16357 0.22
N 4.92020 -3.63798 2.13531 0.21
C 1.72112 -0.62431 0.73053 -0.58
O 2.72585 -1.28080 1.00251 0.04
O 1.38171 -0.27627 -0.45254 -0.20
H -1.21082 0.47345 1.75053 0.09
H -1.02750 -1.13325 1.67810 0.09
H 0.96368 0.97760 1.83945 0.11
H 0.48151 0.02337 3.94092 0.13
H 2.10988 -0.35849 3.47049 0.13
H 0.53323 -2.63520 2.65169 0.09
H -0.04093 -2.19408 4.24370 0.13
H 1.74795 -3.78376 4.50689 0.13
H 2.31589 -2.20755 5.07868 0.14
H 3.01889 -2.13693 2.43596 0.09
H 3.77410 -4.48800 5.02427 0.12
H 5.07414 -5.17629 4.14292 0.13
H 4.76528 -2.97642 1.39084 0.12
H 5.75389 -4.19779 2.10868 0.13
C -2.60101 0.59445 -4.54777 0.02
C -2.21100 0.41619 -3.11655 -0.30
N -0.98524 0.27375 -2.71542 -0.23
O 0.08275 0.27689 -3.58628 0.00
C -3.18788 0.48346 -2.05534 -0.31
C -4.63095 0.80535 -2.25686 0.00
N -2.68052 0.25226 -0.85398 -0.34
O -3.28118 0.56732 0.21110 -0.13
H -1.91382 0.10343 -5.23789 0.09
H -2.65994 1.65319 -4.81066 0.11
H -3.58620 0.16296 -4.71291 0.10
H -0.23483 0.55221 -4.46017 0.10
H -4.77556 1.54441 -3.04448 0.09
H -5.04251 1.19923 -1.33056 0.08
H -5.19813 -0.08845 -2.52775 0.10
C 1.46164 3.60503 1.61910 -0.17
C -0.04711 3.42180 1.44802 -0.39
Sb -0.57208 2.67830 -0.49294 1.51
C -2.43531 3.62835 -0.91895 -0.40
C -2.45611 5.10919 -0.55263 -0.16
C 0.76924 3.75380 -1.75436 -0.39
C 2.08525 3.02594 -2.01398 -0.17
H 1.70729 3.82720 2.65807 0.08
H 1.82747 4.43619 1.01687 0.07
H 2.03499 2.72282 1.32403 0.05
H -0.56555 4.37077 1.57817 0.05
H -0.45895 2.73828 2.19429 0.04
H -3.20526 3.06048 -0.39522 0.05
H -2.59495 3.49515 -1.99148 0.05
H -2.32854 5.26649 0.51794 0.06
H -3.41580 5.54792 -0.82693 0.08
H -1.68011 5.67154 -1.07401 0.07
H 0.92826 4.71734 -1.26801 0.06
H 0.22476 3.94685 -2.68024 0.06
H 2.64827 2.87179 -1.09301 0.06
H 2.71425 3.60956 -2.68672 0.08
H 1.92110 2.04758 -2.46677 0.05
C -0.89186 -3.42819 0.14535 -0.22
P -0.73774 -2.29622 -1.26229 0.73
C 0.78151 -2.80680 -2.09435 -0.21
C -2.08044 -2.81595 -2.35852 -0.21
H -0.87581 -4.46489 -0.19183 0.07
H -1.82817 -3.24686 0.67619 0.06
H -0.05228 -3.27614 0.82281 0.02
H 0.80325 -3.89342 -2.18555 0.07
H 1.64447 -2.45425 -1.53191 0.04
H 0.81920 -2.35902 -3.08740 0.06
H -1.94274 -3.86649 -2.61793 0.07
H -2.07898 -2.23276 -3.27764 0.04
H -3.04282 -2.69486 -1.86124 0.06
```

Output
Total charge: +2
M (Da): 766.56
Maximum force (eV Å⁻¹): 1.50
Frontier orbital gap (spin up / spin down) (eV): 8.26 / 8.26
Electronic energy (Eh): -2065.95713
Energy above the lowest of the compared OMol25 structures with the same formula, charge and spin (kcal/mol): 0.0
LUMO level (spin up / spin down) (Eh): -0.1808 / -0.1808

---

Entry 3:
C19H45N2NbO4P | ωB97M-V/def2-TZVPD

XYZ file:
```
72
Properties=species:S:1:pos:R:3:lowdin_charge:R:1
C 10.95863 0.01609 1.45975 -0.12
O 10.30955 1.26261 1.58003 -0.18
C 8.92371 1.10580 1.81509 -0.25
C 8.12024 0.58001 0.62373 -0.17
C 6.73418 0.01300 1.06239 -0.20
C 6.59338 -1.42820 0.58618 -0.23
C 5.17032 -1.99840 0.68456 -0.22
C 4.09281 -1.02015 0.18091 -0.38
C 2.83950 -1.69268 -0.41567 -0.39
Nb 1.43792 -0.11181 -1.32265 1.04
C -0.38397 -1.45906 -1.49663 -0.40
C -1.21360 -1.47896 -0.19224 -0.30
C -2.72790 -1.17755 -0.36328 -0.40
C -3.34999 -1.89108 -1.54955 -0.08
C -3.39526 -1.56163 0.98165 -0.19
C -4.93306 -1.45301 0.98975 -0.20
C -5.44683 -0.13559 0.46842 -0.08
C -6.32066 0.59842 1.19766 -0.34
C -7.60994 1.11281 0.62820 -0.08
C -6.04389 0.90673 2.64917 -0.06
P 0.34797 1.84769 -2.59723 0.53
N 0.85554 3.34535 -1.79422 -0.31
O 1.07935 1.93708 -4.10561 -0.50
H 10.61703 -0.68192 2.22939 0.09
H 12.02739 0.20428 1.52225 0.08
H 10.77808 -0.46935 0.49654 0.08
H 8.75777 0.43622 2.67099 0.11
H 8.48090 2.05579 2.10749 0.12
H 7.93798 1.42832 -0.03376 0.11
H 8.63692 -0.18384 0.05060 0.09
H 5.98657 0.67746 0.64010 0.10
H 6.65671 0.07423 2.14948 0.11
H 7.21816 -2.03015 1.25770 0.11
H 7.01506 -1.58714 -0.40441 0.11
H 4.94457 -2.28774 1.71350 0.10
H 5.11734 -2.89806 0.07124 0.10
H 4.54668 -0.43563 -0.61645 0.05
H 3.76536 -0.31460 0.94331 0.08
H 3.09938 -2.45609 -1.14957 0.02
H 2.25473 -2.14423 0.39779 0.03
H 2.06364 -0.62422 -2.98767 -0.12
H 2.88321 1.04174 -1.26487 -0.14
H 0.94877 0.58428 0.31219 -0.12
H -0.95043 -1.14054 -2.37043 0.00
H -0.02351 -2.47079 -1.70445 0.02
H -0.85818 -0.77412 0.55990 0.04
H -1.16135 -2.46661 0.27444 0.09
H -2.81198 -0.09075 -0.44783 0.13
H -2.96803 -1.49290 -2.48457 0.07
H -3.14541 -2.96191 -1.50557 0.09
H -4.42789 -1.74068 -1.57828 0.06
H -3.08073 -2.58907 1.19112 0.11
H -2.94008 -0.90560 1.72381 0.11
H -5.30976 -1.65517 1.98996 0.10
H -5.31088 -2.21265 0.30542 0.10
H -5.08904 0.24933 -0.47902 0.11
H -7.54661 1.10631 -0.45584 0.06
H -7.81181 2.13728 0.95673 0.07
H -8.42606 0.48563 0.98783 0.09
H -5.50580 1.84590 2.72434 0.08
H -6.98440 0.94313 3.20736 0.07
H -5.45546 0.10272 3.08897 0.07
H 1.55497 3.76580 -2.40479 -0.01
H 1.38758 3.05776 -0.97482 -0.05
H 2.01255 1.68050 -4.03178 -0.01
C -11.34916 2.53708 -1.30258 0.04
N -9.87975 2.41963 -1.51206 -0.45
O -9.47803 1.47579 -2.16336 0.07
O -9.18797 3.28348 -1.01224 0.06
H -11.83515 1.70594 -1.79980 0.09
H -11.52827 2.51197 -0.23186 0.10
H -11.66355 3.48571 -1.72683 0.10
```

Output
Total charge: -1
M (Da): 489.46
Maximum force (eV Å⁻¹): 3.61
Frontier orbital gap (eV): 5.12
Electronic energy (Eh): -1559.37013
LUMO level (Eh): 0.0591